# C11H40O11Y2

C11H40O11Y2 as an isolated structure in a non-equilibrium geometry (ωB97M-V/def2-TZVPD, the Open Molecules 2025 dataset).

As for the HOMO energy: -19.22 eV. For the energy above the lowest of the compared OMol25 structures with the same formula, charge and spin, the calculation gives 2.444 eV. The charge is +4.

CARTESIAN COORDINATES (ANGSTROEM)
Y 0.857 -4.181 -3.512
Y -0.587 -4.359 0.102
O 0.426 -2.686 -1.703
C -0.010 -1.364 -1.302
C -0.332 -1.222 0.210
O -1.269 -2.118 0.835
H -0.846 -0.980 -1.886
H 0.757 -0.625 -1.534
H -0.674 -0.242 0.543
H 0.609 -1.281 0.758
C -0.655 -1.774 5.195
O -1.047 -1.732 3.846
H -1.217 -2.592 5.645
H 0.417 -1.932 5.306
H -0.958 -0.877 5.734
H -0.542 -2.405 3.383
C 0.881 2.390 -0.231
O 2.209 2.575 0.040
H 0.432 3.374 -0.369
H 0.670 1.755 -1.092
H 0.395 1.875 0.597
H 2.255 3.107 0.838
C 2.858 -0.974 3.308
O 4.250 -1.204 3.024
H 2.194 -1.356 2.532
H 2.662 -1.535 4.221
H 2.689 0.081 3.523
H 4.722 -0.969 3.826
C 3.733 -0.413 -0.235
O 3.442 -1.767 -0.557
H 2.948 0.018 0.387
H 4.649 -0.313 0.348
H 3.816 0.202 -1.131
H 2.618 -1.718 -1.048
C -4.748 -0.675 -1.748
O -3.795 -1.278 -0.912
H -4.342 -0.642 -2.759
H -5.673 -1.234 -1.604
H -4.938 0.368 -1.491
H -3.432 -2.092 -1.269
C -1.555 0.399 -4.445
O -0.373 -0.371 -4.744
H -1.586 0.724 -3.405
H -1.586 1.245 -5.132
H -2.524 -0.056 -4.648
H 0.353 0.161 -4.411
C -2.813 1.750 -0.711
O -3.257 1.455 0.581
H -2.214 0.897 -1.031
H -3.625 1.885 -1.425
H -2.216 2.660 -0.663
H -3.521 2.281 0.991
C 2.400 1.369 -3.412
O 1.270 1.869 -4.147
H 3.033 0.996 -4.217
H 2.939 2.089 -2.796
H 2.154 0.502 -2.799
H 1.341 2.813 -4.307
C -0.274 1.219 3.440
O -1.677 1.319 3.304
H 0.020 0.386 2.801
H 0.366 2.064 3.188
H -0.030 1.021 4.484
H -2.048 2.120 3.682